# 1
Below is one molecule with the formula C7H6O4 at a distorted geometry, with properties calculated with ωB97M-V/def2-TZVPD.

* 2S+1: 1
* highest occupied orbital energy: -8.11 eV
* structure (SMILES): O=c1c(O)cccc(O)c1O
* total energy: -15541.8815 eV
* energy relative to the best compared isomer or geometry (same formula, charge and spin): 442.15 kJ/mol

Geometry (Å):
C: 1.357 0.254 -0.884
C: 0.427 -0.160 -1.890
C: -0.909 -0.691 -1.650
C: -1.782 -0.770 -0.550
C: -1.383 -0.333 0.784
C: -0.135 0.285 1.357
C: 1.193 0.109 0.589
H: 2.727 1.644 -1.984
H: 0.817 -0.012 -2.820
H: -1.181 -0.958 -2.639
H: -2.908 -0.859 -0.492
H: -1.771 0.081 2.521
H: 0.979 0.656 2.971
O: 2.537 1.023 -1.157
O: -2.289 -0.477 1.799
O: 0.069 0.230 2.727
O: 2.251 -0.023 1.319

Mulliken population analysis, charges in e, atoms 1 to 8:
1 C 0.499
2 C -0.712
3 C -0.240
4 C -0.390
5 C 0.448
6 C 0.012
7 C 0.562
8 H 0.360


# 2
Below is one molecule with the formula C7H6S at a distorted geometry, with properties calculated with ωB97M-V/def2-TZVPD.

* 2S+1: 1
* highest occupied orbital energy: -8.71 eV
* structure (SMILES): C#CC1=C[C@@H](S)C=C1
* total energy: -18188.1136 eV
* energy relative to the best compared isomer or geometry (same formula, charge and spin): 258.24 kJ/mol

Geometry (Å):
C: 1.412 0.005 0.532
C: 1.041 1.355 -0.034
C: -0.230 1.321 -0.306
C: -0.845 -0.056 -0.005
C: 0.132 -0.779 0.561
C: -2.220 -0.453 -0.254
C: -3.411 -0.581 -0.524
H: 3.000 -1.785 -0.040
H: 1.930 -0.036 1.467
H: 1.824 2.138 -0.248
H: -0.757 2.190 -0.824
H: -0.015 -1.729 0.995
H: -4.412 -0.932 -0.637
S: 2.550 -0.657 -0.682

Mulliken population analysis, charges in e, atoms 1 to 8:
1 C 0.231
2 C -0.680
3 C -0.348
4 C 0.518
5 C -0.719
6 C -0.678
7 C -0.203
8 H 0.125


no.,Kohn-Sham gap (eV)
1,7.35
2,9.13